Entry 1:
73
Properties=species:S:1:pos:R:3:forces:R:3 method="wB97M-V/def2-TZVPD" energy_ev=-115919.787 fmax_ev_per_a=4.31 lumo_energy_ev=-4.79 relative_energy_kcal_mol=118.4 molar_mass_da=834.31 gap_ha=0.157 total_charge=+1
H -3.657 -4.327 1.558 -0.051 -0.118 -0.278
N -2.969 -0.831 2.471 -0.993 -3.343 2.390
C -3.071 0.407 2.101 2.528 1.391 -3.199
N -0.263 0.356 -3.989 -1.147 0.652 -0.636
C 2.765 0.670 1.012 -1.780 2.235 0.540
H 4.440 -3.848 3.036 -0.243 0.321 -0.654
H -0.846 5.481 0.009 0.671 0.449 0.093
N -2.044 -1.639 1.811 -1.713 -1.470 -1.790
C -1.570 -3.125 0.108 0.918 -2.331 -0.933
H -3.573 -1.287 3.179 0.640 0.621 -0.593
F 0.976 0.883 5.930 -0.932 -1.110 -1.116
H -4.514 -3.298 0.300 0.783 -0.223 0.243
S 0.127 2.683 -5.178 0.222 -0.560 1.011
N 0.384 3.892 0.112 0.198 0.566 -0.096
H -1.668 2.744 -7.548 -0.556 -1.290 0.555
Sc 0.146 -0.963 1.607 0.327 2.279 -0.236
C -0.889 -4.636 -1.622 0.455 -0.106 0.355
N 1.002 1.761 0.148 -1.511 2.797 1.095
S 1.441 3.322 2.425 -0.013 -0.420 0.714
H 1.780 6.155 -0.643 -0.071 -0.135 -0.303
N 1.462 0.765 0.848 2.453 -2.961 -0.492
C -1.860 1.806 -6.942 0.257 2.090 -1.119
C 4.604 -0.760 1.682 -0.363 -0.292 0.815
H 4.739 1.594 1.111 -1.340 0.671 -0.661
H 2.080 -3.655 2.061 -0.075 -0.024 0.326
F -0.060 -2.070 3.739 -0.060 -0.188 -0.360
F 0.251 -1.601 6.212 -0.335 0.348 -0.465
C -1.204 0.438 -5.064 0.829 0.786 0.528
H 1.291 -4.510 -1.999 -0.458 -0.099 -0.402
H 1.941 6.164 1.108 -0.253 -0.306 -0.594
S -1.978 0.913 0.857 0.009 -0.086 0.354
H -4.373 -2.807 1.931 -0.980 0.424 1.044
C 0.413 -4.127 -1.491 -0.968 -0.931 -1.189
C 0.608 -3.073 -0.676 0.433 0.425 1.173
C -3.842 -3.321 1.182 -0.364 0.681 -0.408
H -3.945 -0.905 -6.555 1.107 0.440 -0.404
N 2.340 -1.629 1.617 0.249 0.321 0.823
C 2.781 -2.833 2.078 1.078 1.948 -0.055
H -1.063 -5.335 -2.422 -0.232 -0.503 0.199
H -2.454 -1.308 -4.714 0.168 -0.707 0.588
Te 0.368 -0.473 4.750 0.863 2.673 0.176
C 0.137 5.265 0.483 -2.202 -0.346 0.107
H -4.002 2.167 2.217 0.258 -0.314 0.031
H 1.154 1.653 -3.161 -0.157 -0.045 -0.058
F -1.525 0.065 4.866 1.858 -1.079 0.626
H -0.018 5.332 1.552 -0.532 -0.622 0.240
C -1.885 -4.265 -0.703 1.612 1.665 0.298
C -2.542 -2.619 1.058 1.533 1.466 1.451
C 5.063 -1.984 2.136 -1.270 0.014 0.592
C 0.916 2.940 0.883 0.401 -0.574 -1.319
C -3.016 -0.291 -6.463 -1.213 1.422 -0.551
H 0.947 7.328 0.362 -0.581 -0.716 -0.225
H -2.788 -4.838 -0.544 -0.109 0.299 -0.458
C 1.207 6.252 0.275 2.373 1.686 0.301
H 3.397 2.766 0.920 -0.373 0.488 0.405
C 3.730 1.794 0.641 0.964 -1.756 0.517
F 2.222 -0.975 4.586 -1.630 0.133 0.193
C -2.830 0.900 -7.280 -0.290 -1.616 0.435
N -3.976 1.212 2.559 -1.200 1.379 0.634
O 0.345 0.400 3.110 0.146 -1.298 1.631
H 5.280 0.067 1.491 -0.106 -0.571 0.037
H 1.594 -2.685 -0.550 0.455 0.485 -0.021
N -0.332 -2.561 0.100 -1.322 -0.042 0.078
C 3.209 -0.543 1.597 1.297 -2.806 -1.235
H -3.442 1.063 -8.176 0.239 -0.105 0.515
C -1.078 1.658 -5.803 -0.745 -2.413 0.086
C -2.228 -0.503 -5.364 0.901 1.349 -0.384
H 0.293 3.578 -0.832 -0.409 0.303 -0.530
H -4.380 1.068 3.453 -0.534 -0.202 0.723
C 4.110 -2.954 2.484 0.149 -1.168 -0.046
H 3.849 1.780 -0.429 0.153 -0.026 -0.629
C 0.391 1.464 -3.912 0.385 -0.064 -0.445
H 6.102 -2.205 2.310 0.203 0.161 -0.036

Entry 2:
62
Properties=species:S:1:pos:R:3:forces:R:3 method="wB97M-V/def2-TZVPD" energy_ev=-71448.706 spin_multiplicity=5 fmax_ev_per_a=3.73 lumo_energy_ev="-0.10 / -0.10" relative_energy_kcal_mol=6.6 molar_mass_da=632.55 gap_ha="0.261 / 0.263" s_squared=6.01
H -1.988 1.655 -5.753 -0.030 0.179 0.656
C 2.173 1.823 -1.653 -0.038 0.318 0.192
H -0.622 -0.876 1.505 -0.331 -0.086 -0.246
C 0.173 -4.851 3.100 -0.151 -0.485 0.148
H -2.375 2.222 -1.972 0.162 0.313 -0.078
H 0.901 -4.466 -4.789 0.075 -0.119 -0.106
F -0.440 -4.129 5.286 0.288 0.134 -0.696
C -2.174 -0.377 -1.420 0.112 -0.277 0.524
C 0.777 -2.571 -5.840 0.492 0.385 0.047
H 2.413 -2.584 -3.105 -0.202 -0.021 -0.212
C -1.979 3.063 -2.556 0.394 0.406 0.116
C 0.725 -4.582 1.854 -0.098 0.206 -0.195
H -1.250 -3.166 0.228 -0.172 0.322 -0.202
C 2.578 0.089 -0.209 -0.042 0.134 0.816
H -2.715 0.211 -2.158 0.368 -0.279 0.020
H -3.151 2.743 -4.945 0.350 -0.372 0.010
O 0.605 -1.648 -3.594 -0.116 -0.716 -2.820
F 0.627 -1.663 4.749 0.206 -0.446 -0.378
C 0.013 -1.548 -5.017 0.453 -0.262 1.458
H -2.896 1.102 -4.310 0.242 0.268 -0.079
H 2.487 -3.776 -5.143 -0.228 0.070 0.055
C 0.696 -2.634 3.816 -0.250 0.079 0.551
H 0.960 -3.536 -2.695 0.115 0.166 -0.534
C 0.124 -3.877 4.089 0.113 0.182 -0.107
F 2.045 -1.241 2.493 -0.857 -0.926 -0.080
C -1.141 -0.958 0.550 -0.434 0.044 0.132
H -1.050 -1.765 -4.920 0.067 -0.088 0.161
C -1.471 -2.157 -0.132 -0.138 -0.166 -0.214
H -2.452 -2.481 -2.135 0.102 0.190 0.296
H 1.012 0.724 1.271 0.094 0.059 -0.037
C 1.324 -3.347 1.560 -0.405 -0.237 1.080
F -0.315 -6.075 3.368 0.004 0.352 -0.136
H -1.210 3.608 -1.965 -0.664 -0.352 -0.182
H 0.554 2.760 -0.452 -0.059 -0.204 -0.024
C 1.503 0.879 0.322 0.225 -0.119 -0.752
H 0.122 -0.527 -5.387 0.165 -0.098 0.494
C -0.266 3.449 -4.529 -0.681 -0.628 0.550
C -2.381 1.968 -4.760 -0.441 -0.043 -0.533
H 0.694 1.568 -5.305 0.182 0.505 -0.026
O -0.306 1.575 -3.490 0.635 0.045 -0.464
C -2.073 -1.793 -1.377 0.083 -0.307 0.292
C 1.415 -2.881 -3.474 -0.100 0.552 -0.025
Pm 0.669 -1.336 -1.344 -0.730 3.388 1.383
H 2.391 2.617 -2.386 -0.294 -0.732 0.430
F 0.666 -5.531 0.887 -0.007 0.446 0.849
H -1.586 1.183 0.067 0.153 -0.443 -0.172
C 1.334 -2.402 2.610 0.643 0.145 -0.489
H 0.099 -3.070 -6.528 0.028 -0.199 0.070
C -1.329 2.541 -3.820 -0.320 0.186 -0.508
H 3.753 0.307 -2.090 -0.044 0.238 0.281
H 3.093 -0.727 0.316 -0.312 0.634 -0.379
H -0.474 3.870 -5.512 -0.084 -0.051 0.134
S 2.055 -3.156 0.007 0.629 -0.530 -0.401
C 1.238 1.933 -0.598 0.908 -0.504 0.180
C 2.964 0.675 -1.433 0.137 -0.250 -0.510
H -2.814 3.729 -2.813 0.256 -0.029 0.177
C -1.624 0.131 -0.221 0.267 -0.145 -0.199
C 1.463 -3.537 -4.845 -0.375 -0.299 -0.141
H 1.617 2.404 -3.979 -0.430 -0.417 -0.328
C 0.628 2.216 -4.417 -0.116 -0.361 0.220
H 1.531 -2.069 -6.455 -0.101 -0.049 0.172
H 0.016 4.204 -3.801 0.305 0.291 -0.239

Entry 3:
68
Properties=species:S:1:pos:R:3:forces:R:3 method="wB97M-V/def2-TZVPD" energy_ev=-111191.853 spin_multiplicity=3 fmax_ev_per_a=2.45 lumo_energy_ev="0.30 / 0.30" relative_energy_kcal_mol=11.6 molar_mass_da=778.56 gap_ha="0.291 / 0.291" s_squared=2.00
C -3.712 0.424 1.305 0.029 0.030 -0.001
C -1.263 -5.160 -1.836 0.090 0.216 0.071
N 2.094 1.624 -1.199 0.060 0.026 -0.240
H 4.373 5.299 -3.240 0.054 0.054 -0.048
H 0.458 -4.594 -2.989 0.042 -0.044 -0.068
F -2.715 1.168 -1.685 0.218 0.078 0.043
C 2.329 -2.973 1.861 -0.137 -0.196 0.060
H 3.487 -2.768 5.850 -0.072 -0.057 0.107
C 2.968 -0.809 2.214 -0.227 -0.279 -0.251
N 3.605 -1.106 3.344 0.191 0.234 0.384
C -1.678 -3.733 0.024 -0.566 -0.353 0.217
F 0.288 0.219 -2.451 -0.727 0.232 0.337
N -0.596 -2.996 -0.263 0.039 -0.547 -0.676
H -0.111 3.876 1.850 -0.002 0.105 -0.034
O -0.320 -1.974 0.527 -0.158 -0.512 0.215
F -0.896 2.164 -2.682 -0.209 -0.265 0.076
C 3.623 2.201 -2.948 -0.089 0.114 0.104
C -0.538 -0.472 3.182 -0.093 0.222 0.195
H -2.233 -3.402 0.891 0.072 0.054 -0.031
H 4.851 -1.768 5.352 0.100 0.048 0.060
C -2.042 -4.822 -0.726 0.160 0.196 0.024
H 2.925 -4.381 3.377 0.026 -0.116 -0.025
C 0.324 3.169 2.552 -0.004 -0.089 0.002
H -3.818 -0.520 0.775 -0.071 -0.038 -0.058
H -4.474 0.467 2.086 -0.027 -0.023 -0.018
H -0.630 -1.647 4.953 -0.031 -0.045 0.068
C 0.194 -3.289 -1.342 0.139 0.261 0.208
C 0.149 0.739 3.144 -0.275 -0.107 0.133
C 3.582 -2.352 3.772 -0.149 -0.416 -0.234
H 3.325 0.244 -2.112 -0.014 0.094 -0.021
H 4.477 4.114 -4.553 0.052 0.020 -0.035
N 2.303 -1.711 1.445 0.259 0.491 0.579
H -0.166 -2.558 3.519 0.033 -0.152 -0.057
C 1.727 2.907 -1.151 -0.066 0.049 0.073
H 4.360 1.869 -3.665 0.065 -0.052 0.013
H 1.900 4.900 -1.914 -0.023 0.031 0.094
C -1.768 -0.562 2.535 -0.040 0.364 0.070
C 3.234 3.536 -2.905 -0.206 -0.215 0.149
S 1.576 -2.354 -1.662 0.243 0.195 -0.025
C -0.047 -1.608 4.032 -0.028 0.065 -0.105
C 2.258 3.882 -1.973 0.158 -0.186 -0.063
H 0.264 3.599 3.553 0.029 0.053 0.006
C -0.398 1.855 2.508 -0.307 0.072 0.102
H 0.960 3.166 -0.429 0.001 -0.048 -0.034
H -3.898 1.231 0.602 -0.048 0.038 -0.069
C 4.244 -2.623 5.081 0.037 -0.035 0.005
Tm 0.824 -0.251 -0.002 2.280 -0.570 0.700
F -1.748 0.155 -3.529 -0.015 0.219 0.113
C -2.342 0.537 1.907 -0.026 -0.166 0.306
C -1.654 1.747 1.921 0.168 -0.130 0.124
H -2.106 2.618 1.469 -0.005 0.077 -0.140
C 2.945 -3.359 3.037 0.020 0.195 -0.191
C -0.168 -4.390 -2.136 -0.195 -0.106 0.144
F -0.647 1.216 -0.590 -0.747 0.538 -0.494
H 1.078 0.845 3.688 0.043 -0.044 -0.083
H 4.855 -3.520 5.032 0.061 -0.102 0.051
H 3.018 5.092 -4.344 -0.007 0.052 -0.045
H 0.996 -1.478 4.306 0.096 -0.018 -0.012
H 1.377 3.019 2.319 0.095 0.090 -0.002
F -1.478 -0.744 -1.408 -0.039 0.712 -0.365
C 3.813 4.565 -3.819 0.030 0.024 -0.012
H -1.524 -6.006 -2.455 -0.021 -0.061 -0.051
P -1.268 0.717 -2.137 0.042 -0.473 -0.622
C 3.038 1.293 -2.085 -0.022 -0.098 0.032
H -2.920 -5.382 -0.456 -0.089 -0.035 0.069
H -2.313 -1.495 2.573 -0.039 -0.125 -0.067
S 2.922 0.797 1.665 -0.118 0.483 -0.785
H 1.823 -3.689 1.222 -0.041 -0.027 0.029